Molecular formula: C39H47AsBrMnNOS
Method: DFT, ωB97M-V/def2-TZVPD

The geometry in ORCA input format:
```
! RIJCOSX wB97M-V def2-TZVPD def2/J DEFGRID3
* xyz 1 3
Mn 0.637 -0.218 0.632
C -2.463 2.454 6.788
C -0.976 2.672 6.477
C -0.580 4.079 6.925
C -0.132 1.651 7.263
C -0.708 2.452 4.991
C -1.073 1.245 4.403
C -0.701 1.014 3.106
Br -1.055 -0.697 2.288
C 0.004 1.912 2.282
O 0.405 1.514 1.076
C 0.279 3.182 2.842
C -0.056 3.375 4.181
C 0.916 4.368 2.095
C -0.081 5.538 2.148
C 2.219 4.778 2.800
C 1.259 4.118 0.625
H -2.664 2.713 7.829
H -2.758 1.413 6.646
H -3.091 3.081 6.154
H -0.790 4.194 7.988
H -1.148 4.838 6.384
H 0.487 4.255 6.777
H -0.303 1.760 8.336
H 0.931 1.804 7.064
H -0.388 0.629 6.982
H -1.625 0.490 4.949
H 0.219 4.326 4.616
H -0.359 5.785 3.172
H -0.991 5.292 1.597
H 0.366 6.425 1.697
H 2.054 5.053 3.842
H 2.654 5.641 2.293
H 2.946 3.965 2.764
H 0.388 3.815 0.044
H 2.032 3.360 0.519
H 1.644 5.047 0.198
S -0.789 -0.159 -2.377
C -0.121 -0.263 -1.003
C 5.498 -5.420 -2.820
C 4.736 -4.650 -1.781
C 5.328 -4.233 -0.601
C 4.651 -3.475 0.348
C 5.427 -3.105 1.586
C 3.312 -3.124 0.102
As 2.254 -1.885 1.229
N 2.401 -0.324 0.284
C 3.424 0.313 -0.387
C 3.112 1.358 -1.269
C 4.119 2.064 -1.896
C 5.451 1.737 -1.671
C 5.767 0.692 -0.813
C 4.768 -0.016 -0.171
C 2.946 -1.729 3.077
C 2.856 -2.908 3.833
C 2.254 -4.186 3.299
C 3.320 -2.911 5.141
C 3.839 -1.773 5.738
C 4.363 -1.787 7.145
C 3.852 -0.600 4.993
C 3.412 -0.547 3.676
C 3.511 0.784 2.977
C 2.668 -3.601 -1.056
C 1.210 -3.405 -1.386
C 3.399 -4.338 -1.977
H 6.529 -5.588 -2.515
H 5.503 -4.870 -3.762
H 5.029 -6.387 -3.006
H 6.362 -4.496 -0.407
H 6.485 -2.997 1.349
H 5.340 -3.898 2.332
H 5.082 -2.186 2.044
H 2.069 1.602 -1.432
H 3.868 2.880 -2.562
H 6.237 2.301 -2.154
H 6.804 0.439 -0.633
H 5.008 -0.807 0.525
H 2.168 -4.194 2.213
H 1.256 -4.329 3.718
H 2.856 -5.045 3.594
H 3.272 -3.835 5.706
H 4.367 -2.795 7.555
H 3.753 -1.155 7.792
H 5.381 -1.398 7.173
H 4.224 0.310 5.451
H 3.552 1.585 3.714
H 2.664 0.986 2.331
H 4.416 0.844 2.368
H 0.612 -3.093 -0.535
H 0.795 -4.343 -1.753
H 1.098 -2.661 -2.176
H 2.899 -4.689 -2.874
*
```

Calculated values
Kohn-Sham gap (spin up / spin down)   0.2403 / 0.2161 Eh
<S²>   2.098
Max |F|   0.0289 Eh/bohr